Version w
2 unconnected molecules or ions with the total composition C2H3IO2. Source: the OMol25 dataset; level of theory: the ωB97M-V functional and the def2-TZVPD basis.

Last column: natural (NBO) charge in e.
Element x y z (Å)
O1 -1.908 -2.533 -0.098  -0.471
C1 -1.234 -1.578 0.059  0.300
I1 -2.002 0.387 0.002  -0.020
H1 -0.154 -1.449 0.251  0.190
C2 1.308 1.274 -0.145  0.310
O2 1.212 0.119 -0.028  -0.525
H2 2.365 1.852 0.134  0.093
H3 0.414 1.929 -0.176  0.123

Values from the calculation:
* SMILES: O=CI.C=O
* LUMO: 0.3562 eV
* Kohn-Sham gap: 10.2105 eV
* spin multiplicity: 1

---

Version x
C2H3IO2 in the gas phase. Source: the OMol25 dataset; level of theory: the ωB97M-V functional and the def2-TZVPD basis.

Last column: natural (NBO) charge in e.
Element x y z (Å)
C1 0.897 0.210 0.523  0.235
C2 -0.782 -0.397 -0.665  0.262
O1 0.333 1.269 -0.208  -0.657
O2 0.183 -0.946 0.106  -0.562
I1 -2.668 -0.015 0.084  0.241
H1 1.966 0.088 0.276  0.146
H2 0.792 0.346 1.615  0.139
H3 -0.721 -0.554 -1.732  0.195

Values from the calculation:
* LUMO: -0.9631 eV
* Kohn-Sham gap: 8.3787 eV
* spin multiplicity: 1

---

Version y
2 unconnected molecules or ions with the total composition C2H3IO2. Source: the OMol25 dataset; level of theory: the ωB97M-V functional and the def2-TZVPD basis.

Last column: natural (NBO) charge in e.
Element x y z (Å)
C1 0.152 0.536 0.209  0.878
C2 -1.159 -0.081 -0.201  -0.771
O1 0.810 1.502 0.203  -0.405
O2 1.473 -1.088 0.652  -0.952
I1 3.118 -0.291 0.126  0.397
H1 -1.046 -1.179 0.018  0.301
H2 -1.846 0.576 0.278  0.265
H3 -1.502 0.025 -1.285  0.288

Values from the calculation:
* LUMO: -0.4795 eV
* Kohn-Sham gap: 7.6719 eV
* spin multiplicity: 1

---

Most favorable first, least favorable last: version w, version y, version x

---

Version w
4 unconnected molecules or ions with the total composition C2H12NO3. Source: the OMol25 dataset; level of theory: the ωB97M-V functional and the def2-TZVPD basis.

Last column: natural (NBO) charge in e.
Element x y z (Å)
C1 0.480 0.640 -0.375  -0.422
C2 -0.637 -1.302 0.653  -0.335
N1 -0.701 -0.083 0.308  -0.562
H1 1.028 -0.263 -0.744  0.186
H2 0.117 1.336 -1.104  0.214
H3 1.150 1.323 0.344  0.199
H4 0.299 -1.645 0.707  0.163
H5 -1.554 -1.887 0.803  0.182
H6 -1.562 0.375 0.132  0.374
H7 -0.211 4.434 -0.652  0.474
H8 -0.737 3.459 0.418  0.474
O1 -0.285 3.482 -0.439  -0.946
H9 -1.486 -2.428 -2.346  0.476
H10 -2.433 -3.416 -1.446  0.475
O2 -2.283 -2.457 -1.738  -0.955
H11 2.804 -0.612 2.604  0.472
H12 3.418 -0.437 1.204  0.468
O3 2.591 -0.520 1.670  -0.939

Values from the calculation:
* LUMO (spin up / spin down): 0.7400 / 0.7061 eV
* ⟨S²⟩: 0.753
* Kohn-Sham gap (spin up / spin down): 5.2343 / 10.4912 eV
* spin multiplicity: 2

---

Version x
3 unconnected molecules or ions with the total composition C2H12NO3. Source: the OMol25 dataset; level of theory: the ωB97M-V functional and the def2-TZVPD basis.

Last column: natural (NBO) charge in e.
Element x y z (Å)
C1 1.933 -0.548 -0.207  -0.124
O1 1.315 -0.063 -1.386  -0.761
C2 0.913 -0.752 0.916  -0.348
N1 -0.258 0.182 0.752  -1.000
H1 2.616 0.238 0.146  0.182
H2 2.527 -1.450 -0.372  0.187
H3 1.280 -0.759 -2.052  0.475
H4 0.496 -1.752 1.002  0.216
H5 1.339 -0.529 1.900  0.210
H6 -0.404 0.373 -0.256  0.418
H7 -0.063 1.086 1.227  0.332
H8 -1.110 -0.264 1.135  0.398
H9 -2.912 -2.421 0.590  0.474
H10 -3.156 -1.125 1.347  0.443
O2 -2.439 -1.666 0.973  -1.064
H11 0.087 3.101 -2.058  0.469
H12 -1.456 2.985 -2.064  0.461
O3 -0.709 3.366 -1.592  -0.967

Values from the calculation:
* LUMO (spin up / spin down): 0.7401 / 0.4473 eV
* ⟨S²⟩: 0.751
* Kohn-Sham gap (spin up / spin down): 3.6538 / 11.7152 eV
* spin multiplicity: 2

---

Most favorable first, least favorable last: version w, version x

---

Version w
A gas-phase ion, C4HO3 (charge -1). Source: the OMol25 dataset; level of theory: the ωB97M-V functional and the def2-TZVPD basis.

Last column: natural (NBO) charge in e.
Element x y z (Å)
C1 -1.699 0.370 0.294  -0.265
C2 -0.926 -0.539 -0.019  -0.152
C3 0.373 -0.946 -0.459  0.401
O1 0.943 -1.898 -0.765  -0.546
C4 1.214 0.608 0.005  0.795
O2 1.490 0.579 1.166  -0.707
O3 1.253 1.393 -0.897  -0.717
H1 -2.649 0.432 0.674  0.191

Values from the calculation:
* charge: -1
* SMILES: C#CC(=O)C(=O)[O-]
* LUMO: 4.0682 eV
* Kohn-Sham gap: 7.1239 eV
* spin multiplicity: 1

---

Version x
A gas-phase ion, C4HO3 (charge -1). Source: the OMol25 dataset; level of theory: the ωB97M-V functional and the def2-TZVPD basis.

Last column: natural (NBO) charge in e.
Element x y z (Å)
C1 -0.107 -1.580 -1.003  -0.182
C2 0.374 -0.499 -0.956  -0.132
C3 0.536 0.806 -0.415  0.408
O1 1.127 1.773 -0.788  -0.535
C4 -0.299 0.694 1.049  0.712
O2 0.448 1.075 1.952  -0.734
O3 -1.434 0.204 1.076  -0.753
H1 -0.645 -2.474 -0.915  0.215

Values from the calculation:
* charge: -1
* SMILES: C#CC(=O)C(=O)[O-]
* LUMO: 4.1318 eV
* Kohn-Sham gap: 8.0015 eV
* spin multiplicity: 1

---

Most favorable first, least favorable last: version x, version w

---

Version w
C6H9ClN2 in the gas phase. Source: the OMol25 dataset; level of theory: the ωB97M-V functional and the def2-TZVPD basis.

Last column: natural (NBO) charge in e.
Element x y z (Å)
C1 0.223 -0.704 -1.406  -0.173
C2 -1.065 -0.908 -1.013  0.029
C3 2.288 0.217 -0.703  0.201
C4 -0.472 0.461 0.663  -0.005
C5 3.225 0.846 0.201  -0.720
C6 -2.794 -0.527 0.611  -0.396
N1 1.059 -0.018 -0.552  -0.337
N2 -1.468 -0.371 0.138  -0.473
Cl1 -0.908 2.179 0.572  -0.068
H1 0.756 -1.363 -2.175  0.230
H2 -1.877 -1.631 -1.381  0.216
H3 -0.170 0.206 1.643  0.185
H4 4.133 0.195 0.308  0.243
H5 2.853 1.160 1.154  0.206
H6 3.617 1.764 -0.234  0.248
H7 -2.681 -0.471 1.681  0.209
H8 -3.378 0.314 0.287  0.193
H9 -3.341 -1.348 0.206  0.212

Values from the calculation:
* LUMO (spin up / spin down): 0.5492 / 0.5467 eV
* Kohn-Sham gap (spin up / spin down): 7.8671 / 7.8625 eV
* spin multiplicity: 1

---

Version x
2 unconnected molecules or ions with the total composition C6H9ClN2. Source: the OMol25 dataset; level of theory: the ωB97M-V functional and the def2-TZVPD basis.

Last column: natural (NBO) charge in e.
Element x y z (Å)
N1 -2.290 -1.259 -0.702  -0.645
N2 -1.204 -1.181 0.161  -0.452
C1 -0.271 -0.187 -0.035  0.147
C2 0.048 0.244 -1.355  -0.281
C3 0.954 1.272 -1.564  -0.207
C4 1.533 1.956 -0.558  -0.268
C5 1.273 1.478 0.767  -0.168
C6 0.375 0.429 1.019  -0.288
H1 -2.482 -0.244 -0.967  0.352
H2 -1.945 -1.896 -1.440  0.359
H3 -1.419 -1.348 1.160  0.366
H4 -0.427 -0.339 -2.331  0.214
H5 1.164 1.523 -2.617  0.212
H6 2.005 2.955 -0.824  0.223
H7 1.864 2.007 1.594  0.217
H8 0.209 0.169 2.025  0.218
Cl1 0.170 -2.801 3.949  -0.276
H9 0.552 -3.524 2.936  0.277

Values from the calculation:
* SMILES: NNc1ccccc1.Cl
* LUMO: 0.8135 eV
* Kohn-Sham gap: 8.8237 eV
* spin multiplicity: 1

---

Most favorable first, least favorable last: version x, version w